No. 1
Formula: C17H27N8O4
Source: the OMol25 dataset
Level of theory: ωB97M-V with the def2-TZVPD basis set

Calculated total energy = -1402.926043 Eh
Spin multiplicity = 1
E_HOMO = -6.93 eV
Charge = -1

```
56
Properties=species:S:1:pos:R:3:nbo_charge:R:1
N 0.0557 -0.6274 -0.2856 0.73
O -0.8463 -0.4222 -1.1031 -0.51
O 1.1578 -0.0238 -0.4241 -0.62
O -0.1230 -1.3722 0.6985 -0.55
C 2.8800 -0.9609 2.0157 -0.73
C 3.1052 -2.1665 2.7948 0.30
N 3.2960 -3.1573 3.3453 -0.36
H 3.4773 -0.1220 2.3590 0.23
H 1.8326 -0.6639 2.0340 0.29
H 3.1333 -1.2278 0.9903 0.27
C 0.0342 -3.8785 2.1362 -0.73
C 1.0362 -4.4723 1.2640 0.32
N 1.8257 -4.9619 0.5904 -0.38
H -0.9613 -3.9406 1.7003 0.25
H 0.2245 -2.8201 2.2932 0.28
H 0.0563 -4.4075 3.0893 0.24
C 2.2778 -1.6608 -3.0890 -0.73
C 0.9462 -1.8008 -3.6736 0.32
N -0.0641 -1.9266 -4.2003 -0.36
H 2.7878 -2.6105 -3.2519 0.25
H 2.3012 -1.3823 -2.0403 0.28
H 2.7708 -0.8920 -3.6872 0.24
C -1.6539 2.3409 0.0792 -0.74
C -3.0875 2.1582 -0.0911 0.33
N -4.2266 2.0307 -0.1724 -0.38
H -1.1587 2.4821 -0.8779 0.28
H -1.2194 1.4753 0.5713 0.25
H -1.5021 3.2305 0.6918 0.26
C -2.8024 -0.0959 -3.2673 -0.73
C -2.4614 1.3282 -3.2892 0.34
N -2.1967 2.4449 -3.2781 -0.41
H -3.5810 -0.2949 -3.9956 0.24
H -3.1851 -0.2882 -2.2655 0.26
H -1.8755 -0.6405 -3.4274 0.29
C 2.0071 1.7855 -3.0026 -0.75
C 1.5647 1.6284 -4.3793 0.29
N 1.1931 1.4617 -5.4490 -0.34
H 3.0812 1.9027 -2.8973 0.24
H 1.6079 0.9556 -2.4134 0.30
H 1.5217 2.6657 -2.5735 0.26
C 2.6343 2.4776 1.1893 -0.75
C 1.5439 3.2711 1.7166 0.31
N 0.6708 3.8912 2.1371 -0.36
H 3.2192 3.0391 0.4619 0.25
H 2.2462 1.5821 0.6942 0.30
H 3.3085 2.1696 1.9864 0.24
C -3.1007 -0.7210 2.0547 -0.73
C -2.5854 -0.1142 3.3351 0.60
O -2.4833 -0.7544 4.3561 -0.57
C -2.2920 1.3654 3.3263 -0.73
H -3.2674 -1.7860 2.1725 0.23
H -2.4033 -0.5339 1.2346 0.26
H -4.0331 -0.1944 1.8347 0.24
H -3.0969 1.9212 2.8386 0.23
H -1.3636 1.5823 2.7940 0.24
H -2.2266 1.7315 4.3493 0.23
```

---

No. 2
Formula: C49H130N9O17
Source: the OMol25 dataset
Level of theory: ωB97M-V with the def2-TZVPD basis set

Calculated total energy = -3716.271371 Eh
Spin multiplicity = 1
E_HOMO = -1.91 eV
Charge = -1

```
205
Properties=species:S:1:pos:R:3:lowdin_charge:R:1
C 0.9585 0.2546 0.4284 -0.04
C 0.8472 -0.1536 -1.1133 -0.48
C 2.0034 -1.1217 -1.4783 -0.19
C 1.8830 -2.5255 -0.9374 -0.21
C 0.4896 -3.0827 -1.2777 -0.17
C -0.7386 -2.2105 -0.8708 -0.47
N -0.4477 -0.8200 -1.4292 -0.18
O -1.6659 0.0084 -1.3705 -0.38
C -0.9424 -2.3742 0.6821 -0.07
C -1.9814 -2.9000 -1.5437 -0.07
C 1.1023 1.0740 -2.0364 -0.06
H 0.7615 -0.5717 1.1114 0.04
H 0.0828 0.8706 0.6328 0.06
H 1.8532 0.8210 0.6869 0.06
H 2.9582 -0.7385 -1.1183 0.10
H 2.1615 -1.2162 -2.5526 0.10
H 2.0779 -2.4370 0.1314 0.09
H 2.6602 -3.2310 -1.2313 0.10
H 0.5491 -4.0022 -0.6954 0.10
H 0.4637 -3.3990 -2.3205 0.10
H -1.5413 -3.2468 0.9430 0.06
H -1.6492 -1.5857 0.9407 0.07
H -0.0260 -2.4626 1.2655 0.05
H -2.0357 -3.9718 -1.3527 0.06
H -1.8464 -2.8451 -2.6239 0.07
H -2.9175 -2.4278 -1.2459 0.06
H 1.3023 0.7721 -3.0645 0.06
H 1.9816 1.6003 -1.6652 0.06
H 0.2946 1.8060 -2.0347 0.06
C 9.2248 0.7945 5.5449 -0.06
C 8.0665 0.6444 4.5097 -0.41
C 8.5682 0.8571 3.0395 -0.22
O 8.6481 2.2367 2.7953 -0.20
C 8.8153 2.6826 1.4795 -0.10
N 7.5020 -0.6870 4.5941 0.02
H 10.0564 0.1353 5.2957 0.07
H 8.8577 0.6133 6.5551 0.07
H 9.6889 1.7776 5.6235 0.07
H 7.2887 1.3996 4.6225 0.14
H 7.8825 0.3395 2.3687 0.11
H 9.5257 0.3626 2.8757 0.12
H 8.2955 1.9809 0.8273 0.08
H 9.8930 2.7150 1.3195 0.09
H 8.2318 3.5983 1.3840 0.09
H 6.7520 -0.8713 3.9432 0.07
H 8.2257 -1.2201 4.1336 0.06
C -5.8586 -7.7438 9.3545 -0.07
C -4.5978 -6.8702 9.0227 -0.38
C -4.1706 -6.7546 7.5317 -0.19
O -3.7201 -8.0426 7.0565 -0.21
C -3.1412 -7.9730 5.7640 -0.11
N -4.9174 -5.4944 9.5770 0.02
H -6.2399 -7.6813 10.3737 0.06
H -5.8192 -8.8179 9.1733 0.07
H -6.7159 -7.3725 8.7929 0.07
H -3.7459 -7.3170 9.5353 0.12
H -3.4308 -5.9701 7.3728 0.12
H -5.0629 -6.4956 6.9618 0.12
H -2.3408 -7.2373 5.6860 0.09
H -4.0065 -7.7921 5.1264 0.09
H -2.8034 -8.9854 5.5427 0.09
H -4.8717 -5.4744 10.5858 0.06
H -4.1505 -4.9061 9.2838 0.05
C 9.9063 -5.2023 -2.0435 -0.08
C 10.3236 -4.4307 -0.7701 -0.42
C 10.5243 -5.4462 0.3521 -0.21
O 10.5813 -4.7227 1.5986 -0.20
C 11.5762 -5.2474 2.4852 -0.11
N 11.5962 -3.7332 -1.1335 0.03
H 10.5001 -6.1115 -2.1379 0.08
H 9.9417 -4.5705 -2.9310 0.07
H 8.8467 -5.4544 -2.0842 0.07
H 9.5282 -3.7321 -0.5104 0.13
H 11.3960 -6.0541 0.1097 0.12
H 9.6308 -6.0659 0.4286 0.12
H 11.3314 -6.2460 2.8471 0.08
H 11.4772 -4.5054 3.2775 0.09
H 12.5652 -5.2270 2.0273 0.08
H 11.3940 -3.1372 -1.9234 0.06
H 11.8835 -3.1290 -0.3768 0.06
C 1.5215 10.9084 2.7220 -0.05
C 0.1925 10.6511 3.3956 -0.48
C 0.2503 10.0989 4.8079 -0.23
O 1.1689 9.0609 4.9609 -0.20
C 0.7662 7.7408 4.5674 -0.08
N -0.5990 11.8340 3.5988 0.03
H 2.0480 9.9762 2.5172 0.08
H 2.1854 11.4788 3.3717 0.08
H 1.3355 11.4697 1.8064 0.08
H -0.2170 9.8991 2.7212 0.12
H -0.7272 9.7545 5.1455 0.13
H 0.6711 10.9098 5.4025 0.13
H 1.5843 7.0207 4.5510 0.09
H 0.3478 7.7916 3.5622 0.08
H 0.0409 7.2885 5.2437 0.08
H -0.5880 12.4074 2.7674 0.07
H -1.5844 11.6189 3.6508 0.08
C -2.4904 1.2810 8.3388 -0.06
C -2.3497 1.4846 9.8516 -0.44
C -3.6395 2.0855 10.5059 -0.19
O -3.6920 3.5116 10.4697 -0.20
C -4.8568 4.0304 11.1530 -0.10
N -1.9257 0.2381 10.3523 0.00
H -3.1557 0.4503 8.1033 0.08
H -1.5733 1.1551 7.7634 0.08
H -3.0031 2.1220 7.8721 0.07
H -1.5358 2.0903 10.2501 0.13
H -3.6646 1.8826 11.5765 0.11
H -4.5515 1.6808 10.0669 0.12
H -5.8123 3.6813 10.7615 0.08
H -4.8785 5.1117 11.0179 0.08
H -4.7946 3.8005 12.2167 0.08
H -1.8248 0.3065 11.3549 0.07
H -0.9833 0.0334 10.0520 0.08
C 8.9855 2.2803 -6.8660 -0.07
C 8.5165 0.8605 -6.7776 -0.47
C 7.6439 0.2724 -7.8313 -0.22
O 7.2214 -1.0364 -7.4782 -0.17
C 6.3227 -1.5103 -8.3813 -0.15
N 9.7000 0.0379 -6.5935 0.03
H 8.2084 3.0443 -6.8396 0.07
H 9.4305 2.4079 -7.8528 0.08
H 9.5553 2.6242 -6.0029 0.08
H 8.0121 0.6281 -5.8396 0.14
H 8.2136 0.1753 -8.7554 0.13
H 6.8192 0.9785 -7.9290 0.13
H 5.8868 -2.4014 -7.9297 0.10
H 6.8443 -1.9040 -9.2537 0.09
H 5.5616 -0.8023 -8.7093 0.09
H 10.5911 0.3426 -6.9584 0.07
H 9.3786 -0.8094 -7.0396 0.06
C -1.5369 -11.1583 -3.2472 -0.09
C -1.4085 -11.1780 -4.7454 -0.40
C -1.0026 -9.7539 -5.2907 -0.18
O -1.1372 -9.7802 -6.7041 -0.22
C -1.1455 -8.5653 -7.3722 -0.13
N -0.3729 -12.2106 -4.9859 0.03
H -2.0712 -10.3135 -2.8125 0.08
H -0.6148 -11.3592 -2.7018 0.07
H -2.0894 -12.0483 -2.9460 0.07
H -2.3314 -11.3230 -5.3069 0.14
H 0.0095 -9.4446 -5.0298 0.12
H -1.6685 -8.9291 -5.0370 0.12
H -0.3830 -7.8921 -6.9805 0.09
H -2.0850 -8.0197 -7.2843 0.09
H -0.9069 -8.7786 -8.4141 0.09
H 0.5233 -12.0674 -4.5428 0.07
H -0.1516 -11.9880 -5.9459 0.05
C -8.5200 -1.0187 2.5092 -0.09
C -8.7512 0.4524 2.1982 -0.43
C -8.0634 1.3939 3.2164 -0.20
O -8.3844 2.7718 3.0400 -0.18
C -7.9236 3.5250 4.1314 -0.13
N -8.3909 0.5984 0.7911 0.03
H -9.0537 -1.5955 1.7538 0.07
H -8.9030 -1.2099 3.5116 0.07
H -7.4959 -1.3821 2.4230 0.08
H -9.8038 0.7056 2.3251 0.13
H -6.9923 1.1986 3.1636 0.13
H -8.3614 1.1093 4.2255 0.11
H -8.4967 3.2937 5.0292 0.09
H -7.9772 4.5863 3.8886 0.09
H -6.8431 3.3984 4.1993 0.09
H -8.8645 -0.1230 0.2663 0.06
H -7.4124 0.3988 0.6398 0.07
C -1.9306 6.6814 -7.9449 -0.26
C -2.1671 7.0990 -6.4582 -0.23
O -2.8963 8.3064 -6.4999 -0.06
O -3.0524 5.9687 -8.3780 -0.06
H -1.0013 6.1206 -8.0451 0.11
H -1.8219 7.5744 -8.5603 0.11
H -1.1684 7.2120 -6.0363 0.10
H -2.6796 6.3285 -5.8823 0.12
H -2.6214 8.7171 -7.3229 0.07
H -3.0906 5.1722 -7.8434 0.09
C -1.7072 -0.5681 -8.5782 -0.17
C -2.4384 -0.7446 -10.0005 -0.22
O -1.5745 -1.4066 -10.9046 -0.10
O -2.5513 0.3849 -7.8180 -0.11
H -0.7534 -0.0405 -8.5819 0.10
H -1.5564 -1.5615 -8.1559 0.11
H -2.7479 0.1860 -10.4762 0.11
H -3.2679 -1.4483 -9.9321 0.11
H -1.0811 -0.7854 -11.4453 0.08
H -2.3497 0.2645 -6.8872 0.08
C -5.3900 8.6784 -0.0303 -0.23
C -4.6443 7.3475 -0.0271 -0.22
O -5.4808 6.3758 -0.6967 -0.06
O -6.7785 8.6598 0.4173 -0.08
H -5.3799 9.2632 -0.9500 0.11
H -4.9189 9.3671 0.6710 0.10
H -4.5420 7.1333 1.0368 0.11
H -3.6428 7.3498 -0.4572 0.12
H -4.9227 5.6161 -0.8781 0.08
H -6.9326 9.4843 0.8843 0.07
C -10.1782 3.5719 -7.7634 -0.22
C -9.4920 2.2786 -7.2244 -0.20
O -8.6666 2.5922 -6.0528 -0.07
O -11.2763 4.0374 -6.9014 -0.08
H -10.6187 3.4504 -8.7530 0.10
H -9.4447 4.3144 -8.0778 0.11
H -8.9058 1.7835 -7.9985 0.11
H -10.3195 1.5901 -7.0532 0.11
H -7.7597 2.2997 -6.1695 0.08
H -11.7657 4.7110 -7.3792 0.07
```